a | The following is a DFT calculation (the ωB97M-V functional and the def2-TZVPD basis) of an isolated molecule of C3H2S2.

Last column: Löwdin charge in e.
CARTESIAN COORDINATES (ANGSTROEM)
C  1.051  -0.473  0.881  -0.023
C  -1.069  0.683  0.565  -0.468
C  0.950  -0.260  2.081  -0.772
S  0.156  0.361  3.369  0.567
S  -1.601  1.170  1.941  0.672
H  1.432  -0.810  -0.041  0.029
H  -1.465  0.766  -0.422  -0.005

## Properties
- LUMO (eV) = -0.4992
- HOMO level (eV) = -8.7


b | The following is a DFT calculation (the ωB97M-V functional and the def2-TZVPD basis) of an isolated molecule of C3H2S2.

Last column: Löwdin charge in e.
CARTESIAN COORDINATES (ANGSTROEM)
C  1.357  0.812  -0.389  -0.296
C  2.510  0.865  -0.946  -0.404
C  0.234  0.188  -0.079  -0.064
S  2.970  -0.656  -1.627  0.472
S  1.264  -1.601  -1.765  0.264
H  -0.017  -0.054  0.938  0.072
H  -0.169  -0.470  -0.875  -0.043

## Properties
- LUMO (alpha / beta) (eV) = -2.0274 / -2.1718
- HOMO level (alpha / beta) (eV) = -9.1 / -9.2


Which structure is the least stable? The one labeled b.


a | The following is a DFT calculation (the ωB97M-V functional and the def2-TZVPD basis) of a cluster of 2 separate species, C5H14S in total.

Last column: Löwdin charge in e.
CARTESIAN COORDINATES (ANGSTROEM)
C  -1.783  -1.056  -2.221  -0.573
C  -0.458  -0.458  -2.670  -0.160
C  -1.544  -0.778  0.512  -0.419
S  -1.676  -2.096  -0.729  0.770
H  -2.542  -0.293  -2.029  0.069
H  -2.241  -1.705  -2.966  0.059
H  0.054  -0.013  -1.835  0.044
H  -0.653  0.262  -3.453  0.069
H  -0.963  0.032  0.080  0.013
H  -2.530  -0.461  0.846  0.032
H  -0.998  -1.131  1.377  0.020
H  0.191  -1.254  -3.040  0.073
C  2.288  0.468  2.080  -0.162
C  1.502  1.792  1.917  -0.160
H  3.271  0.483  1.619  0.058
H  2.487  0.305  3.132  0.053
H  1.671  -0.360  1.733  0.049
H  0.754  1.805  2.705  0.058
H  1.011  1.803  0.942  0.048
H  2.160  2.655  2.001  0.058

## Properties
- LUMO (eV) = 0.9725
- HOMO level (eV) = -8.5


b | The following is a DFT calculation (the ωB97M-V functional and the def2-TZVPD basis) of a cluster of 2 separate species, C5H14S in total.

Last column: Löwdin charge in e.
CARTESIAN COORDINATES (ANGSTROEM)
C  2.116  0.379  -1.531  -0.446
S  2.852  -1.111  -2.197  0.694
C  2.846  -2.151  -0.757  -0.510
H  2.319  0.055  -0.447  0.035
H  2.468  1.356  -1.868  0.027
H  1.042  0.353  -1.948  0.047
H  3.286  -3.182  -0.874  0.046
H  1.827  -2.434  -0.365  0.039
H  3.359  -1.680  0.178  0.065
C  -1.138  -0.184  0.758  -0.141
C  -2.565  0.447  0.681  -0.331
C  -2.452  1.917  1.145  -0.145
H  -0.978  -0.647  1.783  0.081
H  -0.979  -0.868  -0.100  0.067
H  -0.518  0.760  0.855  0.065
H  -2.818  0.355  -0.350  0.071
H  -3.317  -0.158  1.293  0.115
H  -3.484  2.330  1.335  0.076
H  -1.975  2.546  0.338  0.088
H  -1.891  1.918  2.071  0.058

## Properties
- LUMO (eV) = 0.9606
- HOMO level (eV) = -8.4


c | The following is a DFT calculation (the ωB97M-V functional and the def2-TZVPD basis) of a cluster of 2 separate species, C5H14S in total.

Last column: Löwdin charge in e.
CARTESIAN COORDINATES (ANGSTROEM)
C  3.348  -1.604  -0.455  -0.396
S  1.599  -1.002  -0.369  0.714
C  1.883  0.656  0.324  -0.414
H  3.869  -0.857  -1.044  0.026
H  3.728  -1.538  0.565  0.026
H  3.261  -2.634  -0.787  0.025
H  1.209  0.759  1.170  0.020
H  1.693  1.437  -0.403  0.029
H  2.927  0.749  0.615  0.030
C  -1.786  -0.386  1.057  -0.119
C  -1.575  0.449  -0.217  -0.346
C  -2.872  1.025  -0.770  -0.132
H  -0.877  -0.947  1.277  0.038
H  -2.109  0.242  1.886  0.071
H  -2.587  -1.092  0.838  0.070
H  -0.909  1.295  -0.016  0.084
H  -1.060  -0.141  -0.971  0.067
H  -2.743  1.887  -1.436  0.067
H  -3.503  1.392  0.056  0.072
H  -3.494  0.310  -1.317  0.069

## Properties
- LUMO (eV) = 0.9759
- HOMO level (eV) = -8.5


Which structure is the least stable? The one labeled b.


a | The following is a DFT calculation (the ωB97M-V functional and the def2-TZVPD basis) of a cluster of 2 separate species, C2H2FIO in total.

Last column: Löwdin charge in e.
CARTESIAN COORDINATES (ANGSTROEM)
C  -0.666  0.340  0.487  -0.218
C  -0.901  -0.904  0.612  -0.154
O  -0.509  1.490  0.384  0.147
F  -0.589  -1.429  1.821  0.009
I  2.377  0.338  -1.607  0.394
H  1.420  1.675  -1.451  -0.299
H  -1.133  -1.509  -0.246  0.120

## Properties
- LUMO (eV) = 0.0380
- HOMO level (eV) = -9.4


b | The following is a DFT calculation (the ωB97M-V functional and the def2-TZVPD basis) of a cluster of 2 separate species, C2H2FIO in total.

Last column: Löwdin charge in e.
CARTESIAN COORDINATES (ANGSTROEM)
C  0.972  -0.757  -1.838  -0.588
C  -0.406  0.719  1.081  -0.023
O  0.540  0.118  -1.199  -0.062
F  -0.775  1.929  0.577  -0.084
I  0.710  -2.897  -1.534  0.634
H  0.191  0.847  1.988  0.065
H  -1.232  0.040  0.925  0.057

## Properties
- LUMO (alpha / beta) (eV) = 0.2494 / -1.8657
- HOMO level (alpha / beta) (eV) = -8.9 / -8.6


Which structure is the least stable? The one labeled b.


a | The following is a DFT calculation (the ωB97M-V functional and the def2-TZVPD basis) of a cluster of 2 separate species, CH3NOSi in total.

Last column: Löwdin charge in e.
CARTESIAN COORDINATES (ANGSTROEM)
C  -0.144  2.009  -3.071  -0.059
N  -0.480  1.161  -0.275  -0.263
O  -1.212  2.337  -3.103  0.010
Si  0.187  -0.314  0.041  0.603
H  -0.885  1.873  0.364  -0.043
H  0.545  -1.311  0.984  -0.141
H  0.861  -0.573  -1.217  -0.105

## Properties
- LUMO (eV) = -0.1722
- HOMO level (eV) = -9.8


b | The following is a DFT calculation (the ωB97M-V functional and the def2-TZVPD basis) of a cluster of 2 separate species, CH3NOSi in total.

Last column: Löwdin charge in e.
CARTESIAN COORDINATES (ANGSTROEM)
C  2.097  1.793  -2.158  -0.077
N  2.666  2.377  -2.967  0.053
O  0.391  0.602  0.639  -0.435
Si  -0.515  -0.445  0.024  0.641
H  1.661  0.956  -1.700  0.003
H  0.058  -1.084  -1.023  -0.108
H  -1.606  -1.320  0.468  -0.076

## Properties
- LUMO (eV) = -1.1419
- HOMO level (eV) = -11.2


Which structure is the least stable? The one labeled a.


a | The following is a DFT calculation (the ωB97M-V functional and the def2-TZVPD basis) of an isolated molecule of C4H12N2.

Last column: Löwdin charge in e.
CARTESIAN COORDINATES (ANGSTROEM)
C  -1.604  -1.378  0.895  -0.134
N  -1.295  -0.676  -0.408  -0.097
C  -0.385  1.552  -1.059  -0.080
C  -0.049  0.095  -0.589  -0.393
C  0.919  -0.010  0.652  -0.278
N  2.299  0.407  0.294  -0.011
H  -1.074  -0.911  1.769  0.063
H  -2.676  -1.439  1.074  0.065
H  -1.054  -2.390  0.925  0.092
H  -1.101  -1.562  -0.880  0.083
H  0.547  2.162  -1.177  0.070
H  -1.056  2.156  -0.401  0.081
H  -0.904  1.582  -1.972  0.039
H  0.570  -0.347  -1.522  0.167
H  0.440  0.500  1.476  0.096
H  0.947  -1.095  0.853  0.104
H  2.243  1.438  0.102  0.074
H  2.799  0.235  1.163  0.058

## Properties
- LUMO (eV) = 0.9971
- HOMO level (eV) = -9.0


b | The following is a DFT calculation (the ωB97M-V functional and the def2-TZVPD basis) of an isolated molecule of C4H12N2.

Last column: Löwdin charge in e.
CARTESIAN COORDINATES (ANGSTROEM)
N  -1.049  2.249  0.079  -0.010
C  0.286  1.779  0.443  -0.264
C  0.651  0.530  -0.427  -0.269
N  -0.129  -0.657  -0.230  -0.302
C  0.222  -1.796  -1.076  -0.106
C  -0.471  -1.105  1.164  -0.056
H  -1.790  1.801  0.608  0.055
H  -1.259  1.920  -0.855  0.057
H  1.039  2.388  -0.067  0.096
H  0.464  1.664  1.507  0.104
H  0.562  0.905  -1.464  0.114
H  1.758  0.448  -0.290  0.114
H  -0.621  -2.475  -1.211  0.078
H  1.002  -2.397  -0.529  0.088
H  0.661  -1.391  -1.980  0.076
H  -0.753  -2.137  1.044  0.063
H  0.576  -1.187  1.494  0.087
H  -1.150  -0.539  1.789  0.074

## Properties
- LUMO (eV) = 1.0442
- HOMO level (eV) = -8.0


Which structure is the least stable? The one labeled b.


a | The following is a DFT calculation (the ωB97M-V functional and the def2-TZVPD basis) of a cluster of 2 separate species, C4H12N2 in total.

Last column: Löwdin charge in e.
CARTESIAN COORDINATES (ANGSTROEM)
C  0.685  0.644  -0.109  -0.139
C  1.021  1.211  1.311  -0.295
C  2.344  0.550  1.811  -0.147
H  1.336  1.178  -0.784  0.054
H  -0.344  0.807  -0.418  0.036
H  1.042  -0.463  -0.241  0.096
H  0.298  1.207  2.157  0.096
H  1.261  2.305  1.011  0.112
H  2.460  0.735  2.889  0.062
H  2.303  -0.555  1.650  0.071
H  3.290  0.790  1.398  0.045
N  -1.965  -1.994  -0.902  0.009
C  -2.401  -0.814  -1.461  -0.379
N  -2.070  -0.735  -2.764  0.006
H  -2.312  -2.205  0.080  0.115
H  -1.520  -2.619  -1.630  0.121
H  -3.072  -0.216  -0.810  0.116
H  -2.355  0.175  -3.186  0.024

## Properties
- LUMO (eV) = 0.9313
- HOMO level (eV) = -8.9


b | The following is a DFT calculation (the ωB97M-V functional and the def2-TZVPD basis) of a cluster of 2 separate species, C4H12N2 in total.

Last column: Löwdin charge in e.
CARTESIAN COORDINATES (ANGSTROEM)
C  -1.559  -2.021  3.343  -0.036
C  -0.680  -1.197  2.794  -0.311
N  -0.740  -0.736  1.478  0.023
H  -2.456  -2.320  2.810  0.044
H  -1.490  -2.463  4.328  0.039
H  0.228  -0.950  3.334  0.099
H  -1.558  -1.092  1.002  0.077
H  -0.615  0.252  1.327  0.077
C  1.531  0.113  -1.608  -0.161
N  1.250  1.523  -1.706  -0.203
C  0.058  1.833  -2.459  -0.161
H  0.749  -0.372  -1.025  0.056
H  1.573  -0.395  -2.587  0.072
H  2.504  -0.024  -1.113  0.081
H  2.039  2.080  -1.988  0.090
H  0.047  2.881  -2.748  0.073
H  -0.833  1.687  -1.837  0.070
H  -0.047  1.199  -3.347  0.071

## Properties
- LUMO (eV) = 1.0588
- HOMO level (eV) = -8.5


c | The following is a DFT calculation (the ωB97M-V functional and the def2-TZVPD basis) of an isolated molecule of C4H12N2.

Last column: Löwdin charge in e.
CARTESIAN COORDINATES (ANGSTROEM)
N  2.099  0.891  -0.901  -0.005
C  0.693  0.900  -1.290  -0.264
C  -0.213  0.880  -0.034  -0.221
N  -0.397  -0.447  0.497  -0.300
C  -0.465  -0.601  1.917  -0.115
C  -1.254  -1.305  -0.266  -0.107
H  2.700  1.534  -1.390  0.057
H  2.467  -0.045  -0.889  0.062
H  0.386  1.798  -1.835  0.107
H  0.488  0.026  -1.914  0.090
H  0.410  1.404  0.679  0.100
H  -1.135  1.452  -0.220  0.112
H  -0.125  -1.551  2.333  0.080
H  -1.453  -0.343  2.338  0.084
H  0.246  0.117  2.354  0.082
H  -1.211  -2.337  0.095  0.084
H  -2.303  -1.000  -0.175  0.084
H  -0.931  -1.375  -1.299  0.068

## Properties
- LUMO (eV) = 1.1469
- HOMO level (eV) = -8.0


Which structure is the least stable? The one labeled a.